No. 1
Computed, not measured: a molecular structure, C12H33CuN3O3, with ωB97M-V/def2-TZVPD.

Calculated values
Lowest unoccupied orbital energy (eV): -2.21
Energy above the lowest of the compared OMol25 structures with the same formula, charge and spin (eV): 2.567
Net charge: +1
Highest occupied orbital energy (eV): -10.07
Max |F| (eV/A): 6.293
Frontier orbital gap (eV): 7.86
DFT total energy (Ha): -2507.073620
Multiplicity: 1

Last column: Löwdin charge in e.
CARTESIAN COORDINATES (ANGSTROEM)
Cu  -23.52700  -4.37300  -25.18300  0.1722
C  -20.77800  -5.24700  -26.71500  -0.0577
C  -21.87900  -4.25600  -27.04800  -0.3596
C  -23.14700  -4.96600  -27.55100  -0.1922
O  -23.64400  -5.61500  -26.41800  -0.2864
C  -24.89400  -6.31800  -26.69700  0.0023
N  -22.15800  -3.35500  -25.86400  -0.0079
H  -19.86700  -4.76300  -26.35100  0.0838
H  -20.57900  -5.87000  -27.61800  0.1032
H  -20.97100  -5.94500  -25.85400  0.0855
H  -21.53100  -3.68000  -28.02800  0.1831
H  -22.83200  -5.53900  -28.37600  0.1251
H  -23.82900  -4.21100  -27.90100  0.1224
H  -25.66500  -5.52100  -27.11300  0.1418
H  -25.32100  -6.77700  -25.78300  0.1032
H  -24.67900  -6.96400  -27.50900  0.0824
H  -21.32200  -3.32000  -25.17700  0.1498
H  -22.37100  -2.38600  -26.27000  0.1248
C  -27.03600  -1.18600  -25.19200  -0.0465
C  -25.54600  -1.04400  -25.40100  -0.4575
C  -24.91900  -0.70600  -24.09600  -0.1938
O  -23.55100  -0.34500  -24.31800  -0.1880
C  -22.82800  0.09700  -23.18000  -0.0862
N  -24.95900  -2.21500  -25.94700  0.0402
H  -27.23800  -1.78700  -24.24800  0.0902
H  -27.42000  -1.77500  -26.03200  0.0802
H  -27.57700  -0.24500  -24.95300  0.0968
H  -25.25700  -0.32500  -26.21100  0.1649
H  -24.98100  -1.40200  -23.34300  0.0949
H  -25.45300  0.13900  -23.67200  0.1369
H  -22.49900  -0.76000  -22.56000  0.0694
H  -23.43800  0.67600  -22.52200  0.0811
H  -21.87300  0.59800  -23.42100  0.1026
H  -25.06000  -2.34200  -26.95300  0.0962
H  -23.98100  -1.85800  -25.93300  0.0566
C  -22.92000  -3.37000  -22.60500  -0.0178
C  -23.32400  -4.90400  -22.74300  -0.3889
C  -24.80200  -5.09800  -23.01800  -0.1999
O  -25.20500  -4.47400  -24.18000  -0.2160
C  -26.58300  -4.67000  -24.33000  -0.1147
N  -22.63400  -5.36000  -23.84800  -0.0118
H  -23.39200  -2.98600  -21.76200  0.0652
H  -23.33100  -2.83500  -23.46500  0.0484
H  -21.86300  -3.27700  -22.47800  0.0835
H  -23.02600  -5.38700  -21.79800  0.1565
H  -25.38500  -4.92200  -22.07900  0.1626
H  -24.87400  -6.15200  -23.12500  0.1195
H  -27.07900  -4.18600  -25.21500  0.1036
H  -27.20400  -4.15900  -23.58800  0.0868
H  -26.99500  -5.72600  -24.16000  0.1267
H  -22.86700  -6.34800  -24.17800  0.1592
H  -21.68400  -5.45900  -23.51000  0.1235

---

No. 2
Computed, not measured: 4 unconnected molecules or ions with the total composition C12H33FI2NO14P3S, with ωB97M-V/def2-TZVPD.

Calculated values
Lowest unoccupied orbital energy (eV): 0.40
Highest occupied orbital energy (eV): -8.80
Max |F| (eV/A): 1.757
Frontier orbital gap (eV): 9.20
SMILES: C[C@@H](I)[C@H](I)NS(=O)(=O)F.COP(=O)(OC)OC.COP(=O)(OC)OC.COP(=O)(OC)OC
DFT total energy (Ha): -3702.924443
Multiplicity: 1

Last column: Löwdin charge in e.
CARTESIAN COORDINATES (ANGSTROEM)
C  1.63825  0.11347  -1.01795  -0.1707
C  1.70244  1.61184  -1.27485  -0.8186
I  3.07760  1.96560  -2.89318  0.8490
C  0.38070  2.29132  -1.64621  -0.8625
I  0.59386  4.42291  -1.47137  0.8651
N  -0.75131  1.86817  -0.77541  -0.1411
S  -1.83573  0.89690  -1.51724  0.5252
O  -2.86974  0.58842  -0.61116  -0.2376
O  -1.15053  -0.15108  -2.16260  -0.2219
F  -2.48159  1.76227  -2.64031  -0.1340
H  2.53844  -0.19797  -0.49325  0.0781
H  1.56878  -0.44341  -1.94954  0.0647
H  0.77529  -0.14225  -0.40582  0.0558
H  2.16028  2.11471  -0.42682  0.0544
H  0.15531  2.11720  -2.69590  0.0471
H  -1.27306  2.68938  -0.46544  0.0581
C  -2.38070  -1.04694  2.63444  -0.0766
O  -1.45312  -1.50560  3.63675  -0.2111
P  -0.14891  -2.20811  3.09081  0.3172
O  0.63680  -1.46549  2.11361  -0.2076
O  -0.60919  -3.61620  2.50870  -0.2152
C  -1.51090  -4.43433  3.26171  -0.0891
O  0.53975  -2.52326  4.47999  -0.2154
C  1.82494  -3.16305  4.45054  -0.0833
H  -3.36001  -0.98683  3.10054  0.0909
H  -2.07722  -0.06420  2.28082  0.0880
H  -2.42513  -1.73065  1.78570  0.0884
H  -2.52037  -4.31322  2.87002  0.0882
H  -1.49930  -4.17609  4.32042  0.0872
H  -1.19679  -5.46818  3.13774  0.0889
H  2.09562  -3.47754  3.44280  0.0863
H  1.78222  -4.03142  5.10471  0.0880
H  2.57050  -2.46116  4.81684  0.0905
C  6.25072  -3.92840  -1.04382  -0.0841
O  6.93294  -2.82275  -1.65544  -0.2138
P  6.06845  -1.87759  -2.58441  0.3178
O  4.83876  -1.33287  -2.02680  -0.2287
O  5.77594  -2.71627  -3.90560  -0.2142
C  6.83665  -3.44187  -4.53636  -0.0888
O  7.20297  -0.84629  -2.96888  -0.2143
C  6.83064  0.25454  -3.81543  -0.0878
H  6.99628  -4.69656  -0.85652  0.0888
H  5.80070  -3.60751  -0.10656  0.0913
H  5.47335  -4.32674  -1.69742  0.0890
H  6.77501  -4.49209  -4.25262  0.0879
H  7.81391  -3.04761  -4.25862  0.0872
H  6.70190  -3.35011  -5.61158  0.0895
H  5.81585  0.14243  -4.19748  0.0675
H  7.53272  0.29048  -4.64580  0.0890
H  6.89285  1.17310  -3.23659  0.0882
C  -5.97346  2.50514  -1.24292  -0.0746
O  -6.22494  3.75531  -0.57162  -0.2073
P  -5.47873  3.92874  0.80818  0.3143
O  -4.02956  3.77384  0.79935  -0.2166
O  -6.17137  2.88846  1.79504  -0.2185
C  -7.59889  2.78283  1.82789  -0.0875
O  -6.02700  5.34666  1.23771  -0.2131
C  -5.55844  5.88814  2.48346  -0.0799
H  -6.84093  2.29179  -1.86130  0.0920
H  -5.08415  2.59336  -1.86260  0.0807
H  -5.82785  1.69539  -0.52704  0.0862
H  -7.91114  1.92495  1.23307  0.0882
H  -8.07772  3.68364  1.44477  0.0883
H  -7.89196  2.63024  2.86394  0.0898
H  -4.97549  5.15918  3.04551  0.0869
H  -6.42750  6.18772  3.06502  0.0891
H  -4.93767  6.75552  2.27241  0.0912

---

No. 3
Computed, not measured: 4 unconnected molecules or ions with the total composition C12H33IN3O3, with ωB97M-V/def2-TZVPD.

Calculated values
Lowest unoccupied orbital energy (eV): 2.85
Energy above the lowest of the compared OMol25 structures with the same formula, charge and spin (eV): 1.677
Net charge: -1
Highest occupied orbital energy (eV): -4.24
Max |F| (eV/A): 2.599
Frontier orbital gap (eV): 7.09
DFT total energy (Ha): -1164.688580
Multiplicity: 1

Last column: Löwdin charge in e.
CARTESIAN COORDINATES (ANGSTROEM)
I  -1.01419  -0.39119  0.56923  -0.2097
C  1.45849  2.40894  -1.29871  -0.1056
C  2.35434  2.00040  -0.19112  -0.4352
C  2.15443  2.73404  1.19585  -0.1656
O  3.03368  2.12914  2.17070  -0.1834
C  2.93770  2.72365  3.43420  -0.1484
N  2.21312  0.52601  -0.04370  0.0083
H  1.51853  1.76939  -2.17931  0.0774
H  1.67852  3.39326  -1.71200  0.0705
H  0.41842  2.37250  -0.97464  0.0535
H  3.40190  2.20957  -0.40783  0.1211
H  1.11052  2.55255  1.45161  0.1098
H  2.37458  3.79679  1.09488  0.1145
H  1.99034  2.48545  3.91780  0.0801
H  2.83194  3.80850  3.43045  0.0699
H  3.76464  2.43766  4.08419  0.0832
H  1.22601  0.41706  0.14028  -0.1927
H  2.30083  0.22733  -1.00453  0.0464
C  -0.51932  -4.22771  4.44977  -0.0906
C  0.71819  -3.89029  3.66574  -0.4374
C  0.77475  -4.84044  2.42764  -0.1835
O  0.75355  -6.24064  2.71510  -0.1953
C  1.05650  -7.05073  1.62161  -0.1370
N  0.74926  -2.47432  3.26049  0.0409
H  -1.35836  -4.11847  3.76261  0.0872
H  -0.61757  -3.60181  5.33673  0.0712
H  -0.44701  -5.24431  4.83626  0.0694
H  1.54301  -4.05339  4.35939  0.1282
H  1.77559  -4.67218  2.03001  0.1151
H  0.12797  -4.49130  1.62273  0.1280
H  2.10111  -6.96444  1.32251  0.0818
H  0.41976  -6.80209  0.77260  0.0862
H  0.88821  -8.09005  1.90374  0.0826
H  -0.03801  -2.25217  2.66807  -0.0549
H  0.38770  -1.96653  4.05517  0.0564
C  -2.09230  0.66955  -3.60886  -0.0426
C  -2.28997  2.05599  -2.92433  -0.4567
C  -2.98668  3.00637  -3.81608  -0.1893
O  -2.16858  3.32181  -4.98418  -0.1766
C  -2.64776  4.35180  -5.71088  -0.1939
N  -3.13664  1.76778  -1.77127  0.0320
H  -3.07076  0.27314  -3.88009  0.0750
H  -1.69815  -0.02780  -2.86963  0.0469
H  -1.49552  0.85225  -4.50249  0.0684
H  -1.37161  2.55784  -2.61959  0.1251
H  -3.20739  3.94527  -3.30828  0.1180
H  -3.93469  2.63744  -4.20757  0.1277
H  -3.60148  4.19971  -6.21624  0.0847
H  -1.99431  4.65886  -6.52747  0.0819
H  -2.65658  5.25639  -5.10282  0.0825
H  -2.52320  1.22043  -1.18458  -0.0871
H  -3.19340  2.63287  -1.25311  0.0618